A cluster of 2 separate species, C38H34N2O in total, computed with ωB97M-V/def2-TZVPD.

Values from the calculation:
HOMO-LUMO gap: 6.7 eV
F_max: 0.07049 hartree/bohr

CARTESIAN COORDINATES (ANGSTROEM)
O  3.761996  2.279484  -3.245883
N  -3.925481  0.306692  -2.588143
N  -3.580594  -1.157639  -1.040654
C  -1.910999  2.791504  -0.339836
C  -3.470568  -1.688224  2.611597
C  -3.368621  0.179999  -1.356191
C  -2.533444  3.567688  -1.346869
C  -2.618833  4.480028  1.276592
C  -4.201037  -1.823532  -2.109176
C  2.805035  -1.626719  -1.765757
C  -1.173446  1.595916  -0.725399
C  -3.287583  5.192245  0.270192
C  3.258257  -0.310096  -2.040629
C  -4.265807  0.303957  1.338254
C  -2.531219  -3.891004  -0.938591
C  2.921674  5.557412  -5.460198
C  5.024960  -2.527526  -2.163942
C  -2.581410  -3.563622  4.047360
C  1.602458  4.105591  -3.994444
C  5.485074  -1.236470  -2.442112
C  -2.929394  -2.971736  2.712968
C  -3.617134  -1.035447  1.384019
C  4.623955  -0.149084  -2.350476
C  -2.836194  -3.070207  0.273470
C  -3.283866  -1.735798  0.208909
C  2.840089  4.572759  -4.479351
C  2.617994  2.065398  -2.790035
C  0.356593  2.871753  -2.242577
C  -1.965785  3.281505  0.996747
C  2.298049  0.809295  -2.041181
C  0.054015  1.714257  -1.452292
C  1.496272  3.020048  -3.001984
C  1.756904  6.148641  -5.963095
C  3.685312  -2.708568  -1.799948
C  -4.342333  -0.925020  -3.089989
C  1.082190  0.710856  -1.392609
C  0.429710  4.705869  -4.529591
C  0.511984  5.722821  -5.482953
C  -2.703729  -3.672795  1.527755
C  -3.265806  4.711830  -1.044614
C  -4.183510  1.513064  -3.332215
H  -1.838305  -4.688867  -0.644411
H  -2.390301  -4.714998  1.553117
H  -3.422671  -4.398624  -1.339494
H  -4.718131  -1.011137  -4.086806
H  3.901551  5.868094  -5.817546
H  -3.014212  -4.560090  4.183365
H  0.893254  -0.153256  -0.751112
H  -2.589408  4.885695  2.288368
H  -3.810274  6.123475  0.500908
H  -3.624743  1.513953  -4.277790
H  -5.355145  0.232465  1.197855
H  -0.553200  4.361284  -4.192751
H  -1.495528  -3.673481  4.171979
H  -0.355254  3.691468  -2.242935
H  1.811584  6.936629  -6.713348
H  -3.763846  5.254697  -1.850633
H  -2.427298  3.217713  -2.382226
H  -4.105721  0.830049  2.285047
H  -3.902002  2.382875  -2.747780
H  -2.059939  -3.339098  -1.759879
H  -1.430279  2.725855  1.773005
H  -3.865997  0.944967  0.537186
H  -3.795989  -1.170437  3.509761
H  3.751251  4.124181  -4.097634
H  -1.439169  0.625780  -0.282502
H  6.522338  -1.060784  -2.712642
H  4.999941  0.844615  -2.566703
H  3.308483  -3.699765  -1.549335
H  -4.556711  -2.835659  -2.030516
H  -0.409728  6.169301  -5.859748
H  5.698952  -3.380696  -2.219907
H  -2.942912  -2.922933  4.855446
H  1.749746  -1.791425  -1.530120
H  -5.256429  1.608661  -3.546425

Force components x, y, z for each atom (eV/Å):
-1.917 -0.252 0.773
0.475 -1.299 0.177
-0.087 1.175 -1.615
-1.148 1.547 -0.069
0.467 -0.001 -0.287
-0.820 -0.363 -0.546
0.153 -0.436 0.392
-0.098 0.154 -0.221
0.098 -0.030 0.488
0.371 0.402 -0.078
3.590 -0.315 -0.392
0.073 -0.319 -0.099
0.428 -0.948 0.143
-0.130 1.064 0.282
0.348 -0.742 -0.311
-0.609 0.170 0.011
-0.164 0.306 0.067
-0.111 -0.185 0.278
-0.163 0.910 -0.621
-0.351 -0.434 0.286
-0.228 0.089 -0.406
-0.221 -0.839 -0.108
-0.151 0.089 -0.064
-0.331 0.467 0.437
-0.110 -0.667 0.939
0.009 -0.123 0.003
1.019 -0.156 -0.825
0.906 0.820 -0.720
0.229 -0.579 -0.981
-1.256 0.419 0.526
-1.952 -0.077 1.349
-0.798 -0.426 0.908
0.027 -0.212 0.261
-0.042 0.228 -0.057
-0.432 0.422 0.200
0.914 -0.614 -0.539
0.519 -0.106 0.131
0.154 -0.202 0.154
0.230 0.378 -0.108
0.355 0.150 0.209
0.000 0.464 -0.314
-0.105 0.139 -0.128
0.119 0.179 0.120
0.263 0.171 0.109
-0.298 -0.138 -0.180
-0.217 -0.020 0.053
0.012 0.104 -0.048
-0.023 0.189 -0.273
-0.070 -0.180 -0.232
0.175 -0.342 -0.021
-0.130 0.023 0.191
0.229 -0.113 -0.065
0.351 0.129 -0.218
-0.218 0.101 -0.121
0.112 -0.238 -0.120
-0.003 -0.204 0.147
0.125 -0.093 0.291
-0.040 0.381 0.641
-0.073 -0.115 -0.028
-0.142 -0.351 -0.055
-0.180 0.027 0.227
-0.294 0.241 -0.183
-0.245 -0.331 0.468
0.219 0.025 -0.026
-0.288 0.211 -0.109
0.520 0.736 0.143
-0.126 -0.094 0.037
-0.088 -0.351 0.133
0.129 0.180 -0.131
0.190 0.079 -0.152
0.283 -0.099 0.057
-0.147 0.173 0.014
0.041 -0.097 -0.044
0.428 -0.063 -0.144
0.241 -0.190 -0.004

Löwdin population analysis, charges in e, atoms 1 to 8:
1 O 0.019
2 N -0.136
3 N -0.022
4 C -0.232
5 C -0.003
6 C 0.001
7 C -0.089
8 C -0.083